No. 1
Computed, not measured: a molecular structure, C33H27F6N3O5V in a non-equilibrium geometry, with wB97M-V/def2-TZVPD.

The HOMO energy (spin up / spin down) comes out at -4.3612 / -4.9023 eV. The value obtained for the orbital gap (spin up / spin down) is 0.26195 / 0.27471 Ha. For the lowest unoccupied orbital energy (spin up / spin down), the calculation gives 2.77 / 2.57 eV.

```
! RIJCOSX wB97M-V def2-TZVPD def2/J DEFGRID3
* xyz -1 3
V 0.172 0.004 -0.168
O 0.244 1.207 -1.465
C 0.657 2.428 -1.558
C 0.663 3.084 -2.800
C 1.144 4.368 -2.926
C 1.628 5.048 -1.809
C 1.611 4.444 -0.573
C 1.131 3.135 -0.407
C 1.081 2.530 0.874
N 0.624 1.322 1.093
N 0.529 0.947 2.381
C -0.019 -0.244 2.487
O -0.333 -0.952 1.486
C -0.372 -0.707 3.843
C -1.408 -1.630 3.976
C -1.857 -2.002 5.228
C -1.263 -1.473 6.365
C -0.208 -0.580 6.238
C 0.235 -0.195 4.986
H 0.295 2.536 -3.655
H 1.155 4.847 -3.895
H 2.018 6.053 -1.913
H 1.969 4.976 0.301
H 1.399 3.097 1.748
H -1.867 -2.023 3.080
H -2.682 -2.696 5.323
H -1.626 -1.750 7.346
H 0.259 -0.174 7.127
H 1.040 0.515 4.877
C 4.114 -0.805 0.100
C 2.839 -1.123 -0.711
O 1.735 -0.809 -0.026
C 2.806 -2.640 -1.022
F 4.021 -3.153 -1.318
F 2.366 -3.322 0.036
F 2.022 -2.965 -2.051
C 2.880 -0.337 -2.041
F 2.997 0.974 -1.790
F 3.941 -0.654 -2.819
F 1.799 -0.514 -2.795
H 4.016 -1.295 1.066
H 4.160 0.269 0.259
H 5.008 -1.150 -0.412
C -0.144 -6.813 -4.418
C -1.263 -5.809 -4.450
C -2.020 -5.656 -5.607
C -3.022 -4.704 -5.669
C -3.261 -3.878 -4.590
C -2.512 -4.015 -3.423
N -2.628 -3.149 -2.351
C -3.674 -2.342 -2.008
C -5.008 -2.677 -2.282
C -6.038 -1.842 -1.907
C -5.777 -0.680 -1.193
C -4.474 -0.372 -0.848
C -3.412 -1.172 -1.259
C -2.025 -0.741 -0.918
O -1.854 0.306 -0.251
O -1.028 -1.413 -1.305
C -1.522 -5.010 -3.340
C -0.745 -5.158 -2.066
H -0.020 -7.285 -5.392
H -0.337 -7.596 -3.682
H 0.792 -6.325 -4.147
H -1.813 -6.279 -6.467
H -3.596 -4.583 -6.578
H -3.994 -3.090 -4.661
H -1.738 -2.783 -1.981
H -5.222 -3.609 -2.785
H -7.057 -2.104 -2.159
H -6.586 -0.026 -0.904
H -4.250 0.507 -0.260
H -1.355 -4.862 -1.216
H 0.131 -4.512 -2.084
H -0.414 -6.184 -1.920
*
```

Atom charges from the Mulliken analysis, given in e for atoms 1 to 5: -0.1944, -0.0761, 0.4404, -0.7349, -0.5925

***

No. 2
Computed, not measured: a single C4H6N2 molecule in a non-equilibrium geometry, with wB97M-V/def2-TZVPD.

The HOMO energy comes out at -9.9040 eV. The value obtained for the orbital gap is 0.37608 Ha. For the lowest unoccupied orbital energy, the calculation gives 0.33 eV.

```
! RIJCOSX wB97M-V def2-TZVPD def2/J DEFGRID3
* xyz 0 1
N 2.092 1.903 1.905
C 1.132 1.563 1.091
C 0.127 0.461 0.621
C 0.575 -0.825 -0.163
C -0.760 -0.611 -1.017
N -0.724 0.738 -0.492
H -0.534 0.398 1.525
H 1.544 -0.608 -0.836
H 0.650 -1.692 0.445
H -0.692 -0.848 -2.197
H -1.595 -1.303 -0.655
H -1.814 0.826 -0.227
*
```

Atom charges from the natural (NBO) analysis, given in e for atoms 1 to 5: -0.3066, 0.2479, -0.1415, -0.3884, -0.2248

***

No. 3
Computed, not measured: a single C4H6N2OS molecule in a non-equilibrium geometry, with wB97M-V/def2-TZVPD.

The HOMO energy comes out at -8.7914 eV. The value obtained for the orbital gap is 0.33761 Ha. For the lowest unoccupied orbital energy, the calculation gives 0.40 eV.

```
! RIJCOSX wB97M-V def2-TZVPD def2/J DEFGRID3
* xyz 0 1
C -3.245 -0.827 -0.023
N -2.042 -0.491 0.519
N -1.459 0.524 -0.366
C -0.104 0.965 0.030
O 0.321 2.051 -0.281
C 0.837 -0.116 0.714
C 2.201 0.072 0.765
S 1.725 -1.043 -0.641
H -3.999 -0.384 -0.996
H -3.680 -1.517 0.930
H -1.961 1.374 -0.791
H 0.268 -0.731 1.463
H 2.981 -0.363 1.370
H 2.603 1.093 0.544
*
```

Atom charges from the natural (NBO) analysis, given in e for atoms 1 to 5: -0.1543, -0.2333, -0.5411, 0.6952, -0.5710

***

No. 4
Computed, not measured: 2 unconnected molecules or ions with the total composition C5H13BBrN6O4 in a non-equilibrium geometry, with wB97M-V/def2-TZVPD.

The HOMO energy comes out at -11.6565 eV. The value obtained for the orbital gap is 0.24185 Ha. For the lowest unoccupied orbital energy, the calculation gives -5.08 eV.

```
! RIJCOSX wB97M-V def2-TZVPD def2/J DEFGRID3
* xyz 1 1
C 2.437 3.424 1.070
C 3.202 2.028 1.183
C 2.751 1.023 0.006
Br 4.224 -0.306 -0.274
N 1.459 0.333 0.372
N 0.985 -0.828 -0.083
N -0.219 -1.194 0.403
C -0.536 -0.115 1.294
O -1.642 0.132 2.100
B -2.604 0.918 1.306
O -2.175 1.925 0.371
O -3.980 0.590 1.544
N 0.550 0.787 1.247
H 2.649 4.050 1.991
H 2.844 3.993 0.164
H 1.313 3.322 0.867
H 4.313 2.238 1.031
H 3.096 1.506 2.184
H 2.534 1.575 -0.970
H -1.840 2.690 0.884
H -4.286 1.310 2.146
H 0.520 1.619 1.845
C -2.381 -4.060 -2.812
O -3.393 -4.484 -3.341
N -1.173 -4.666 -2.949
N -2.374 -2.941 -2.036
H -0.329 -4.334 -2.522
H -1.139 -5.497 -3.516
H -3.252 -2.466 -1.912
H -1.553 -2.574 -1.591
*
```

Atom charges from the natural (NBO) analysis, given in e for atoms 1 to 5: -0.6413, -0.4538, -0.1070, 0.1364, 0.0276

***

No. 5
Computed, not measured: a molecular structure, C41H26BiBrCl3N3O4S3, with wB97M-V/def2-TZVPD.

The HOMO energy comes out at -7.3793 eV. The value obtained for the orbital gap is 0.23120 Ha. For the lowest unoccupied orbital energy, the calculation gives -1.09 eV.

```
! RIJCOSX wB97M-V def2-TZVPD def2/J DEFGRID3
* xyz 0 1
Bi -0.564 -0.548 0.922
Cl 5.785 -3.897 2.668
C 2.912 -3.266 1.954
C 1.854 -4.151 2.146
C 0.696 -3.678 2.708
C 0.534 -2.291 2.931
O -0.649 -1.768 3.000
C 1.734 -1.503 2.947
C 1.671 -0.078 3.148
N 0.773 0.585 2.532
C 0.459 1.932 2.782
C 1.338 2.919 3.122
C 0.861 4.205 3.455
C -0.478 4.467 3.479
C -1.407 3.461 3.119
C -2.806 3.643 3.156
C -3.626 2.608 2.818
C -3.052 1.401 2.376
N -1.760 1.205 2.287
C -0.928 2.206 2.710
C 2.927 -2.008 2.456
H 1.929 -5.170 1.791
H -0.172 -4.315 2.818
H 2.389 0.424 3.801
H 2.401 2.715 3.141
H 1.571 4.979 3.712
H -0.847 5.442 3.769
H -3.210 4.600 3.463
H -4.702 2.699 2.861
H -3.685 0.573 2.085
H 3.798 -1.378 2.325
Cl 3.370 -5.337 -4.291
C 2.707 -4.384 -2.998
C 3.408 -4.263 -1.797
C 2.924 -3.486 -0.778
Cl 4.042 -3.612 0.665
C 1.707 -2.700 -0.879
O 1.344 -1.812 -0.049
C 0.959 -3.006 -2.071
C -0.406 -2.569 -2.253
O -1.141 -2.025 -1.434
C 1.480 -3.789 -3.111
H 4.339 -4.803 -1.670
H -0.823 -2.809 -3.248
H 0.891 -3.930 -4.010
Br -6.996 -2.892 -1.548
C -5.442 -2.153 -0.789
C -4.560 -2.958 -0.091
C -3.430 -2.365 0.443
N -3.165 -1.066 0.322
C -4.026 -0.304 -0.356
C -5.180 -0.800 -0.933
H -4.738 -4.016 0.032
H -2.705 -2.956 0.993
H -3.768 0.745 -0.454
H -5.847 -0.151 -1.480
O -0.454 1.279 -0.246
C 0.317 1.698 -1.330
C -0.362 1.267 -2.623
C -1.508 0.542 -2.725
C -1.943 0.358 -4.068
C -1.121 0.967 -4.961
S 0.178 1.765 -4.183
C 1.736 1.158 -1.250
C 2.421 0.363 -2.121
C 3.739 0.052 -1.682
C 4.031 0.619 -0.483
S 2.722 1.546 0.111
C 0.357 3.223 -1.310
C 1.236 4.073 -1.908
C 0.894 5.441 -1.722
C -0.240 5.592 -0.986
S -0.892 4.082 -0.511
H -2.008 0.130 -1.863
H -2.823 -0.203 -4.347
H -1.202 0.993 -6.036
H 2.002 -0.007 -3.045
H 4.426 -0.571 -2.236
H 4.948 0.549 0.081
H 2.106 3.733 -2.454
H 1.471 6.267 -2.112
H -0.716 6.511 -0.685
*
```

Atom charges from the natural (NBO) analysis, given in e for atoms 1 to 5: 2.2818, -0.8265, -0.0591, -0.1819, -0.2978

***

No. 6
Computed, not measured: a single C5H9NO molecule in a non-equilibrium geometry, with wB97M-V/def2-TZVPD.

The HOMO energy comes out at -8.3416 eV. The value obtained for the orbital gap is 0.34288 Ha. For the lowest unoccupied orbital energy, the calculation gives 0.99 eV.

```
! RIJCOSX wB97M-V def2-TZVPD def2/J DEFGRID3
* xyz 0 1
C 3.001 0.335 0.340
O 1.662 0.747 0.461
C 0.749 -0.326 0.461
C -0.646 0.278 0.537
C -3.374 -0.196 -1.353
C -1.744 -0.773 0.469
N -2.565 -0.503 -0.423
H 3.624 1.235 0.327
H 3.176 -0.223 -0.596
H 3.314 -0.299 1.187
H 0.925 -0.997 1.319
H 0.867 -0.924 -0.459
H -0.733 0.808 1.492
H -4.250 0.424 -1.124
H -0.775 1.013 -0.274
H -3.231 -0.599 -2.365
*
```

Atom charges from the natural (NBO) analysis, given in e for atoms 1 to 5: -0.2465, -0.5386, -0.0510, -0.4870, -0.2190